Formula: C18H21P2V
Source: the Open Molecules 2025 dataset
Level of theory: ωB97M-V/def2-TZVPD

* energy: -2325.0155 Ha
* total charge: -1
* molar mass: 350.3 g/mol
* relative energy (zero: lowest compared OMol25 entry of this formula, charge and spin): 3.7 kcal/mol
* 2S+1: 4
* frontier orbital gap (alpha / beta): 5.31 / 5.21 eV
* ⟨S²⟩: 3.99

Last column: Löwdin spin population.
Atoms and positions in Å:
V1 -1.07 -1.28 1.29  2.83
P1 0.09 -2.26 3.26  0.12
P2 -0.46 0.95 0.28  0.02
C1 -2.78 -2.17 -0.17  0.02
C2 -3.70 -2.00 0.86  -0.08
C3 -3.63 -0.91 1.70  0.06
C4 -0.09 1.49 -1.42  0.00
C5 3.87 -0.50 1.38  0.00
C6 -0.48 1.32 -3.80  0.00
C7 0.65 2.08 -4.04  0.00
C8 1.08 2.23 -1.66  0.00
C9 1.45 2.51 -2.97  0.00
C10 -2.72 0.12 1.46  -0.06
C11 2.67 -1.68 -0.20  0.01
C12 3.04 -0.42 -0.76  0.00
C13 -2.05 0.15 0.20  -0.06
C14 3.56 0.38 0.30  0.00
C15 3.28 -1.75 1.11  0.00
C16 -2.05 -1.06 -0.60  0.06
C17 -0.85 1.03 -2.50  0.00
C18 -0.70 2.50 1.20  0.00
H1 3.87 1.43 0.23  0.00
H2 -1.76 0.46 -2.36  0.00
H3 -1.54 -1.14 -1.55  0.01
H4 -4.33 -0.79 2.52  0.01
H5 -0.52 -3.56 3.38  0.02
H6 -0.73 2.26 2.27  0.00
H7 0.14 3.20 1.03  0.00
H8 -4.50 -2.73 0.98  -0.01
H9 4.54 -0.27 2.22  0.00
H10 1.33 -2.55 3.90  0.01
H11 -1.65 2.96 0.87  0.00
H12 -1.11 0.93 -4.60  0.00
H13 2.36 3.07 -3.17  0.00
H14 1.69 2.58 -0.82  0.00
H15 -0.55 -1.65 4.42  0.02
H16 2.89 -0.09 -1.79  0.00
H17 3.18 -2.59 1.78  0.00
H18 0.92 2.33 -5.06  0.00
H19 -2.75 -3.09 -0.76  0.01
H20 -2.58 0.93 2.18  0.00
H21 2.00 -2.44 -0.59  0.00



Formula: C18H22AsCl2O7RuS3
Source: the Open Molecules 2025 dataset
Level of theory: ωB97M-V/def2-TZVPD

* energy: -5671.3393 Ha
* molar mass: 693.5 g/mol
* relative energy (zero: lowest compared OMol25 entry of this formula, charge and spin): 10.6 kcal/mol
* 2S+1: 6
* frontier orbital gap (alpha / beta): 8.27 / 6.88 eV
* ⟨S²⟩: 8.76

Last column: Löwdin spin population.
Atoms and positions in Å:
Ru1 -1.03 0.86 -0.41  3.81
As1 1.74 1.71 -2.18  0.02
Cl1 -3.23 1.07 1.29  0.07
Cl2 -4.51 -2.19 -2.88  0.01
S1 0.24 3.17 0.74  0.01
S2 -2.80 0.24 -1.83  0.35
S3 0.55 -1.48 0.05  0.02
O1 2.68 0.67 -1.08  0.00
O2 0.13 1.22 -2.01  0.23
O3 2.42 1.60 -3.64  0.02
O4 -0.87 -1.17 0.57  0.12
O5 0.72 1.77 0.80  0.07
O6 -1.05 3.11 -0.01  0.10
O7 0.18 3.85 2.00  0.01
C1 3.03 5.61 -1.89  0.00
C2 2.75 4.30 -2.24  0.00
C3 -5.78 -1.95 0.87  0.02
C4 2.49 6.14 -0.73  0.00
C5 -4.69 -1.66 -1.24  0.03
C6 -5.04 -0.91 1.39  0.00
C7 1.93 3.50 -1.46  0.01
C8 1.37 4.05 -0.30  0.00
C9 1.78 -3.67 -1.05  0.00
C10 1.05 -1.58 2.81  0.00
C11 1.87 -5.18 -1.18  0.00
C12 1.66 5.36 0.06  0.00
C13 0.22 -0.44 3.39  0.00
C14 -3.92 -0.59 -0.76  0.05
C15 -4.13 -0.25 0.58  0.03
C16 0.59 -3.26 -0.19  0.01
C17 1.67 -1.27 1.45  0.00
C18 -5.61 -2.33 -0.45  0.00
H1 1.68 -3.21 -2.04  0.00
H2 -5.15 -0.59 2.42  0.00
H3 0.46 -2.50 2.76  0.00
H4 3.41 0.34 -1.62  0.00
H5 2.51 -1.93 1.21  0.00
H6 1.23 5.75 0.97  0.00
H7 -0.73 -0.35 2.88  0.00
H8 -6.50 -2.47 1.49  0.00
H9 0.03 -0.62 4.45  0.00
H10 2.70 7.16 -0.44  0.00
H11 3.68 6.21 -2.51  0.00
H12 2.71 -3.27 -0.63  0.00
H13 2.02 -0.24 1.37  0.00
H14 0.96 -5.59 -1.62  0.00
H15 2.71 -5.48 -1.81  0.00
H16 1.89 -1.80 3.49  0.00
H17 0.75 0.51 3.30  0.00
H18 -6.17 -3.15 -0.87  0.00
H19 2.01 -5.65 -0.20  0.00
H20 0.59 -3.76 0.78  0.00
H21 3.17 3.87 -3.15  0.00
H22 -0.35 -3.48 -0.70  0.00



Formula: C18H22Br2Cl2N10STi
Source: the Open Molecules 2025 dataset
Level of theory: ωB97M-V/def2-TZVPD

* energy: -8561.4541 Ha
* total charge: +4
* molar mass: 689.1 g/mol
* relative energy (zero: lowest compared OMol25 entry of this formula, charge and spin): 12.2 kcal/mol
* 2S+1: 1
* frontier orbital gap: 6.45 eV

Last column: natural (NBO) charge in e.
Atoms and positions in Å:
Br1 -2.37 1.60 -1.85  0.21
Br2 0.52 2.74 -1.90  0.24
Ti1 -0.46 0.26 -0.10  1.50
Cl1 2.89 0.13 -0.18  -0.02
Cl2 3.34 3.03 -0.12  0.03
S1 -2.16 0.60 1.48  0.02
N1 0.46 -1.00 1.25  -0.59
N2 0.10 -0.73 -2.01  -0.58
N3 -1.93 -1.34 -0.54  -0.39
N4 -4.38 -0.79 1.97  -0.67
N5 -3.02 -1.57 0.28  -0.41
N6 -1.03 3.64 0.88  -0.74
N7 2.54 3.82 3.69  -0.65
N8 0.22 1.67 1.26  -0.77
N9 0.77 3.75 2.24  -0.52
N10 1.77 1.75 3.06  -0.45
C1 1.14 -0.38 -2.79  0.12
C2 -1.17 2.80 -2.82  -0.49
C3 1.07 -0.37 2.28  0.17
C4 0.54 -2.35 1.18  0.07
C5 -1.81 -2.11 -1.58  0.40
C6 1.74 -2.44 3.23  -0.05
C7 4.08 1.46 -0.40  -0.36
C8 1.04 1.11 2.23  0.46
C9 1.17 -3.09 2.15  -0.19
C10 1.43 -1.01 -4.00  -0.19
C11 1.70 -1.05 3.29  -0.16
C12 -0.68 -1.76 -2.44  0.10
C13 0.63 -2.03 -4.43  -0.06
C14 -2.73 -3.23 -1.89  -0.72
C15 -0.45 -2.41 -3.63  -0.15
C16 -3.31 -0.68 1.23  0.36
C17 0.00 3.04 1.47  0.64
C18 1.70 3.13 2.98  0.63
H1 -3.67 -2.30 0.03  0.44
H2 -1.09 -3.22 -3.96  0.27
H3 3.21 3.36 4.29  0.45
H4 -2.26 -3.97 -2.53  0.29
H5 0.82 -2.54 -5.37  0.29
H6 2.17 -0.50 4.09  0.29
H7 4.88 1.29 0.31  0.27
H8 2.29 -0.68 -4.57  0.28
H9 2.23 -3.01 4.02  0.28
H10 0.08 -2.83 0.33  0.22
H11 1.76 0.42 -2.44  0.24
H12 2.50 4.84 3.68  0.45
H13 4.45 1.41 -1.42  0.25
H14 -1.07 2.44 -3.84  0.27
H15 -3.07 -3.76 -1.00  0.26
H16 -4.58 -0.12 2.70  0.46
H17 -1.76 3.14 0.41  0.41
H18 -1.60 3.79 -2.77  0.28
H19 1.20 -4.17 2.06  0.28
H20 -3.61 -2.86 -2.43  0.30
H21 -5.06 -1.54 1.86  0.45
H22 -1.17 4.62 1.09  0.46



Formula: C18H22BrN3O5S2
Source: the Open Molecules 2025 dataset
Level of theory: ωB97M-V/def2-TZVPD

* energy: -4609.8254 Ha
* total charge: -2
* molar mass: 504.4 g/mol
* 2S+1: 1
* frontier orbital gap: 1.64 eV

Last column: natural (NBO) charge in e.
Atoms and positions in Å:
Br1 7.76 -0.14 0.73  -0.15
S1 1.89 3.83 1.05  0.73
S2 1.31 -0.59 -3.35  -0.11
O1 5.83 1.69 0.13  -0.49
O2 -6.43 1.82 -0.85  -0.77
O3 -5.25 1.56 -2.59  -0.75
O4 -4.67 -0.63 0.32  -0.55
O5 -7.39 0.91 -2.66  -0.79
N1 -2.86 -0.74 1.78  -0.67
N2 0.87 2.72 0.30  -0.65
N3 3.19 2.88 1.55  -0.68
C1 -2.36 -1.94 1.05  -0.21
C2 6.03 0.84 0.92  0.56
C3 2.79 1.64 1.15  0.20
C4 4.97 0.47 2.05  -0.51
C5 3.02 -0.88 0.92  -0.21
C6 -3.83 1.53 0.84  -0.77
C7 0.92 0.15 -0.05  -0.05
C8 3.57 0.39 1.36  -0.12
C9 -0.86 -2.33 1.43  -0.43
C10 -0.44 0.08 -0.80  -0.45
C11 -3.83 -0.04 0.95  0.68
C12 1.46 1.47 0.42  0.08
C13 1.32 -2.51 -0.13  -0.44
C14 -0.18 -2.94 0.14  -0.40
C15 -6.40 1.40 -2.07  0.92
C16 1.70 -1.05 0.23  -0.03
C17 -0.43 1.21 -1.94  -0.42
C18 0.88 1.15 -2.83  -0.50
H1 3.64 -1.80 1.11  0.20
H2 1.50 -2.64 -1.23  0.23
H3 -2.95 1.92 0.27  0.22
H4 0.72 1.76 -3.76  0.22
H5 1.99 -3.26 0.37  0.20
H6 -0.96 -3.16 2.19  0.20
H7 -0.65 2.23 -1.53  0.26
H8 -3.02 -2.82 1.25  0.19
H9 2.65 -0.77 -3.14  0.13
H10 1.76 1.59 -2.29  0.23
H11 -2.46 -1.73 -0.05  0.20
H12 -0.77 -2.79 -0.80  0.21
H13 -0.17 -4.06 0.29  0.20
H14 -2.11 -0.09 2.03  0.37
H15 -1.28 0.93 -2.63  0.23
H16 -1.27 0.37 -0.11  0.24
H17 -0.62 -0.88 -1.35  0.23
H18 -4.76 1.89 0.31  0.34
H19 -0.30 -1.51 1.93  0.22
H20 5.29 -0.50 2.49  0.23
H21 -3.85 2.02 1.86  0.19
H22 5.02 1.33 2.77  0.26



Formula: C18H22BrN8NaS3
Source: the Open Molecules 2025 dataset
Level of theory: ωB97M-V/def2-TZVPD

* energy: -5068.1442 Ha
* total charge: -2
* molar mass: 549.5 g/mol
* relative energy (zero: lowest compared OMol25 entry of this formula, charge and spin): 33.6 kcal/mol
* 2S+1: 1
* frontier orbital gap: 4.16 eV

Last column: natural (NBO) charge in e.
Atoms and positions in Å:
Br1 -3.20 -1.21 6.57  0.02
S1 -2.12 3.53 -2.15  -0.50
S2 2.04 -1.24 -1.83  -0.44
S3 -3.55 0.75 -0.57  -0.52
Na1 -0.61 1.05 -0.30  0.88
N1 1.40 -3.70 -2.38  -0.50
N2 -4.61 3.76 -4.65  -0.43
N3 3.23 -3.36 -0.89  -0.51
N4 -1.36 0.15 2.49  -0.40
N5 -6.18 0.46 -2.98  -0.43
N6 1.91 0.41 1.19  -0.87
N7 -0.66 3.12 0.77  -0.90
N8 1.52 2.18 -0.93  -0.66
C1 -4.07 1.54 -2.01  -0.31
C2 -2.47 -0.64 4.90  -0.04
C3 -3.03 -1.06 3.70  -0.29
C4 2.86 1.78 -0.57  -0.24
C5 0.59 3.82 0.65  -0.22
C6 -0.84 0.55 3.65  0.05
C7 -4.15 3.22 -3.73  0.30
C8 1.57 -5.00 -2.30  0.26
C9 -5.23 0.98 -2.56  0.30
C10 2.23 -2.89 -1.68  0.23
C11 -3.53 2.66 -2.61  -0.31
C12 -1.35 0.19 4.88  -0.30
C13 0.61 -5.86 -3.07  -0.64
C14 2.97 1.35 0.89  -0.21
C15 1.21 3.58 -0.73  -0.24
C16 2.59 -5.56 -1.53  -0.41
C17 -2.44 -0.63 2.53  0.07
C18 3.39 -4.66 -0.83  0.08
H1 0.25 -5.33 -3.94  0.23
H2 -3.91 -1.69 3.68  0.23
H3 1.89 -0.28 0.44  0.40
H4 4.20 -5.02 -0.20  0.16
H5 1.27 3.44 1.42  0.17
H6 -1.30 3.44 0.03  0.41
H7 2.10 -0.09 2.05  0.35
H8 1.08 -6.80 -3.36  0.19
H9 -1.10 3.35 1.66  0.35
H10 0.02 1.19 3.57  0.20
H11 1.36 1.93 -1.90  0.38
H12 3.59 2.59 -0.76  0.15
H13 -0.25 -6.09 -2.44  0.22
H14 -0.90 0.53 5.80  0.22
H15 0.50 4.92 0.79  0.15
H16 3.13 0.91 -1.17  0.25
H17 2.88 2.22 1.56  0.16
H18 2.13 4.20 -0.81  0.15
H19 0.50 3.90 -1.49  0.23
H20 -2.85 -0.90 1.57  0.24
H21 3.98 0.93 1.05  0.16
H22 2.76 -6.63 -1.47  0.19



Formula: C18H22ClN3O3
Source: the Open Molecules 2025 dataset
Level of theory: ωB97M-V/def2-TZVPD

* energy: -1549.3346 Ha
* molar mass: 363.8 g/mol
* relative energy (zero: lowest compared OMol25 entry of this formula, charge and spin): 5.4 kcal/mol
* structure (SMILES): COC(=O)c1[nH]c2cccc(Cl)c2c1NC(=O)CN1CCCC[C@@H]1C
* 2S+1: 1
* frontier orbital gap: 8.07 eV

Last column: natural (NBO) charge in e.
Atoms and positions in Å:
Cl1 -0.67 -1.27 -3.27  0.03
O1 1.58 -0.50 -1.64  -0.60
O2 -1.48 3.10 2.11  -0.61
O3 -0.81 0.95 2.30  -0.52
N1 1.24 -1.99 1.53  -0.48
N2 -0.15 -0.41 -0.16  -0.65
N3 -1.58 2.84 -0.66  -0.51
C1 -1.39 1.08 -4.34  -0.27
C2 -1.53 2.43 -1.95  0.25
C3 -1.80 2.41 -4.30  -0.18
C4 2.43 -3.15 4.02  -0.40
C5 1.75 -3.98 2.93  -0.42
C6 2.42 -1.42 2.18  -0.04
C7 -0.75 0.75 -0.61  0.18
C8 -1.90 3.10 -3.12  -0.27
C9 1.45 -2.16 0.11  -0.32
C10 -1.12 1.84 0.16  -0.03
C11 -1.04 1.10 -1.97  -0.17
C12 2.52 0.07 1.87  -0.62
C13 -1.15 2.05 1.60  0.77
C14 0.68 -3.14 2.24  -0.20
C15 -1.03 0.41 -3.19  0.02
C16 2.34 -1.65 3.69  -0.40
C17 -0.86 1.09 3.71  -0.26
C18 1.00 -0.93 -0.68  0.70
H1 -2.06 2.90 -5.23  0.22
H2 0.83 -2.99 -0.27  0.22
H3 -0.02 -2.77 2.99  0.18
H4 1.96 -3.33 4.98  0.20
H5 3.48 -3.45 4.11  0.21
H6 -2.26 4.12 -3.08  0.22
H7 3.34 -1.91 1.81  0.17
H8 2.65 0.23 0.80  0.22
H9 -1.82 1.52 4.02  0.20
H10 -0.06 1.75 4.06  0.19
H11 -0.32 -0.67 0.81  0.44
H12 1.61 0.58 2.18  0.21
H13 3.37 0.51 2.39  0.21
H14 0.11 -3.75 1.53  0.20
H15 -1.90 3.73 -0.32  0.43
H16 3.16 -1.12 4.18  0.22
H17 2.48 -4.30 2.18  0.20
H18 2.49 -2.37 -0.16  0.20
H19 1.30 -4.88 3.35  0.22
H20 1.41 -1.24 4.06  0.19
H21 -1.37 0.55 -5.28  0.23
H22 -0.74 0.09 4.12  0.19



Formula: C18H22DyN2O3Si
Source: the Open Molecules 2025 dataset
Level of theory: ωB97M-V/def2-TZVPD

* energy: -2208.9137 Ha
* total charge: +1
* molar mass: 505.0 g/mol
* 2S+1: 6
* frontier orbital gap (alpha / beta): 8.18 / 8.20 eV
* ⟨S²⟩: 9.35

Last column: Löwdin spin population.
Atoms and positions in Å:
Dy1 0.23 -0.58 -0.14  5.05
Si1 0.58 -3.48 -0.38  0.00
O1 0.02 -2.26 -1.34  0.00
O2 2.38 -0.19 -0.18  -0.01
O3 0.33 1.49 -0.28  -0.01
N1 -4.24 -0.78 -0.78  0.00
N2 -2.18 -0.46 -0.04  -0.01
C1 3.55 3.22 -0.59  0.00
C2 -5.10 2.06 1.44  0.00
C3 -2.95 -1.17 -0.83  0.00
C4 -4.32 0.29 0.11  0.00
C5 -3.02 0.48 0.56  0.00
C6 0.64 -2.69 1.40  -0.01
C7 1.24 2.44 -0.40  0.00
C8 -3.79 2.28 1.90  0.00
C9 3.14 0.81 -0.35  0.00
C10 1.75 4.79 -0.62  0.00
C11 3.13 4.52 -0.67  0.00
C12 0.82 3.78 -0.49  0.00
C13 2.63 2.15 -0.44  0.00
C14 2.31 -3.94 -0.81  0.00
C15 -5.39 1.06 0.53  0.00
C16 -2.74 1.50 1.48  0.00
C17 4.60 0.52 -0.46  0.00
C18 -0.54 -4.93 -0.26  0.00
H1 2.70 -4.71 -0.15  0.00
H2 -0.74 -5.36 -1.25  0.00
H3 3.84 5.32 -0.79  0.00
H4 -0.24 3.98 -0.46  0.00
H5 -6.40 0.90 0.17  0.00
H6 -5.90 2.70 1.80  0.00
H7 1.28 -1.82 1.57  0.00
H8 -1.73 1.69 1.82  0.00
H9 4.60 3.01 -0.62  0.00
H10 -3.61 3.08 2.61  0.00
H11 -4.99 -1.20 -1.30  0.00
H12 2.35 -4.32 -1.84  0.00
H13 -2.60 -1.98 -1.45  0.00
H14 5.15 1.00 0.35  0.00
H15 2.96 -3.07 -0.76  0.00
H16 1.08 -3.45 2.06  0.00
H17 -0.09 -5.70 0.36  0.00
H18 1.40 5.81 -0.69  0.00
H19 4.76 -0.56 -0.41  0.00
H20 -0.36 -2.48 1.80  0.00
H21 5.00 0.90 -1.39  0.00
H22 -1.50 -4.65 0.18  0.00



Formula: C18H22F3N7
Source: the Open Molecules 2025 dataset
Level of theory: ωB97M-V/def2-TZVPD

* energy: -1382.0106 Ha
* molar mass: 393.4 g/mol
* relative energy (zero: lowest compared OMol25 entry of this formula, charge and spin): 0.0 kcal/mol
* structure (SMILES): CCN(CC)CCNc1nc(C(F)(F)F)nc2c1nnn2Cc1ccccc1
* 2S+1: 1
* frontier orbital gap: 8.58 eV

Last column: natural (NBO) charge in e.
Atoms and positions in Å:
F1 -2.70 3.97 -0.25  -0.31
F2 -0.59 4.15 -0.64  -0.31
F3 -1.35 4.53 1.33  -0.32
N1 4.14 -0.54 -0.86  -0.46
N2 1.50 0.18 1.00  -0.55
N3 -2.24 -1.76 1.84  -0.02
N4 -2.39 1.62 0.92  -0.49
N5 -0.03 1.87 0.63  -0.53
N6 -1.00 -1.53 1.66  -0.22
N7 -2.96 -0.65 1.61  -0.18
C1 6.12 0.80 -1.47  -0.62
C2 -5.05 0.41 -0.52  -0.24
C3 3.93 -2.23 1.03  -0.64
C4 -4.97 -0.73 0.27  0.04
C5 -1.29 2.28 0.63  0.34
C6 -1.48 3.73 0.26  0.95
C7 -5.36 -1.96 -0.25  -0.23
C8 3.72 -1.86 -0.45  -0.21
C9 3.15 0.51 -0.83  -0.22
C10 -4.40 -0.64 1.66  -0.26
C11 -2.13 0.35 1.25  0.33
C12 -5.84 -2.04 -1.55  -0.21
C13 2.63 0.97 0.56  -0.26
C14 -0.85 -0.23 1.29  -0.07
C15 0.25 0.60 0.96  0.47
C16 -5.53 0.32 -1.82  -0.19
C17 5.49 -0.18 -0.48  -0.21
C18 -5.93 -0.90 -2.33  -0.21
H1 -6.14 -2.99 -1.95  0.21
H2 3.53 -1.48 1.71  0.19
H3 4.27 -2.59 -1.06  0.19
H4 -6.30 -0.96 -3.34  0.21
H5 -5.28 -2.85 0.35  0.21
H6 3.59 1.38 -1.32  0.21
H7 6.07 -1.10 -0.49  0.20
H8 5.54 0.25 0.54  0.16
H9 -4.70 -1.50 2.27  0.24
H10 1.64 -0.80 1.21  0.41
H11 -4.71 0.29 2.14  0.23
H12 3.44 -3.18 1.24  0.22
H13 5.70 1.80 -1.37  0.20
H14 4.99 -2.34 1.25  0.21
H15 5.97 0.45 -2.48  0.21
H16 -5.59 1.22 -2.42  0.22
H17 2.66 -1.96 -0.70  0.19
H18 -4.73 1.36 -0.12  0.24
H19 2.29 0.19 -1.42  0.20
H20 2.27 1.99 0.49  0.25
H21 3.43 0.91 1.30  0.20
H22 7.19 0.86 -1.28  0.21